1.
{
  "formula": "C30H28BrF5INO17S",
  "method": "ωB97M-V/def2-TZVPD",
  "symbols": ["O", "C", "C", "C", "C", "C", "C", "O", "S", "C", "C", "C", "C", "C", "C", "C", "C", "I", "C", "Br", "N", "H", "H", "H", "H", "H", "H", "H", "H", "H", "H", "H", "H", "H", "O", "C", "O", "C", "C", "F", "O", "H", "H", "H", "O", "C", "O", "C", "C", "F", "O", "H", "H", "H", "O", "C", "O", "C", "C", "F", "O", "H", "H", "H", "O", "C", "O", "C", "C", "F", "O", "H", "H", "H", "O", "C", "O", "C", "C", "F", "O", "H", "H", "H"],
  "coordinates": [[7.571, -5.394, 0.772], [6.660, -4.326, 0.519], [6.515, -3.055, 1.432], [5.492, -1.905, 1.110], [4.525, -1.968, -0.134], [4.675, -3.271, -1.008], [5.705, -4.389, -0.712], [5.726, -5.487, -1.639], [3.494, -3.367, -2.455], [1.945, -2.641, -1.698], [2.208, -1.420, -0.738], [0.975, -0.725, -0.054], [-0.467, -1.295, -0.311], [-0.678, -2.547, -1.245], [-2.124, -3.183, -1.494], [-2.122, -4.671, -0.870], [-1.179, -4.873, 0.410], [-1.771, -3.625, 2.135], [0.530, -3.211, -1.962], [0.412, -4.773, -3.183], [3.562, -0.908, -0.466], [7.106, -6.178, 1.152], [7.223, -3.016, 2.336], [5.441, -1.010, 1.819], [6.070, -6.285, -1.183], [1.131, 0.189, 0.625], [-1.347, -0.771, 0.209], [-2.314, -3.254, -2.623], [-2.954, -2.598, -0.940], [-3.204, -4.868, -0.505], [-1.877, -5.490, -1.640], [-1.353, -5.958, 0.775], [-0.054, -4.809, 0.189], [3.531, -0.164, 0.245], [2.799, 0.467, 2.629], [3.329, 0.402, 3.701], [4.661, 0.185, 3.881], [4.910, 0.308, 5.274], [3.566, 0.025, 5.865], [3.385, 0.720, 7.013], [2.673, 0.527, 4.890], [5.263, 1.320, 5.492], [5.668, -0.406, 5.601], [3.364, -1.035, 6.038], [-3.790, 2.407, 5.051], [-2.606, 2.429, 4.864], [-1.791, 1.345, 5.005], [-0.501, 1.747, 4.566], [-0.553, 3.232, 4.739], [0.208, 3.858, 3.808], [-1.909, 3.540, 4.492], [-0.363, 1.448, 3.523], [0.281, 1.286, 5.170], [-0.273, 3.579, 5.739], [-2.400, -1.979, -5.170], [-1.926, -0.917, -4.880], [-1.732, 0.100, -5.765], [-1.281, 1.217, -5.005], [-0.703, 0.565, -3.791], [-0.849, 1.354, -2.698], [-1.509, -0.583, -3.626], [-2.134, 1.868, -4.774], [-0.540, 1.796, -5.559], [0.345, 0.267, -3.895], [-2.490, 3.596, -4.501], [-3.573, 4.111, -4.570], [-4.749, 3.426, -4.542], [-5.783, 4.399, -4.512], [-5.114, 5.596, -5.106], [-5.606, 6.742, -4.577], [-3.771, 5.452, -4.694], [-6.098, 4.560, -3.478], [-6.646, 4.073, -5.095], [-5.161, 5.642, -6.198], [-4.714, 3.464, -1.791], [-4.191, 3.404, -0.716], [-2.859, 3.194, -0.529], [-2.619, 3.320, 0.863], [-3.965, 3.031, 1.447], [-4.152, 3.724, 2.591], [-4.855, 3.526, 0.467], [-2.273, 4.334, 1.083], [-1.859, 2.610, 1.196], [-4.162, 1.969, 1.620]],
  "lowdin_charge": [-0.0367, -0.1975, 0.0045, -0.0079, -0.1721, -0.3189, -0.1630, -0.0241, 0.8664, -0.4174, -0.1781, 0.0064, -0.0521, -0.2276, -0.1917, -0.3224, -0.6119, 0.6764, -0.5362, 0.6942, 0.0279, 0.1166, 0.0972, 0.0701, 0.1030, 0.0829, 0.0875, 0.1058, 0.1158, 0.1061, 0.0763, 0.0537, 0.0581, 0.1055, 0.1551, -0.5122, 0.0615, -0.0574, -0.3160, 0.0820, 0.1235, 0.1514, 0.1480, 0.1811, 0.1665, -0.5340, 0.0793, -0.0666, -0.3190, 0.0758, 0.1258, 0.1446, 0.1283, 0.1787, 0.1503, -0.5277, 0.0794, -0.0716, -0.3162, 0.0720, 0.1165, 0.1023, 0.1476, 0.1758, 0.1404, -0.5063, 0.0692, -0.0730, -0.3216, 0.0785, 0.1497, 0.1336, 0.1447, 0.1755, 0.1778, -0.5008, 0.0857, -0.0641, -0.3216, 0.0860, 0.1526, 0.1531, 0.1376, 0.1816],
  "spin_multiplicity": 1,
  "largest_force_ha_per_bohr": 0.094,
  "lumo_energy_ha": 0.001,
  "orbital_gap_ev": 7.6,
  "smiles": "Oc1ccc2c(c1O)Sc1c(ccc(CCCI)c1Br)N2.O=C1OC[C@@H](F)O1.O=C1OC[C@@H](F)O1.O=C1OC[C@@H](F)O1.O=C1OC[C@@H](F)O1.O=C1OC[C@@H](F)O1"
}



2.
{
  "formula": "C30H28Cl2IN4O7RuS",
  "method": "ωB97M-V/def2-TZVPD",
  "symbols": ["Ru", "Cl", "C", "C", "C", "Cl", "C", "O", "C", "C", "O", "C", "H", "H", "H", "O", "C", "O", "C", "C", "C", "C", "C", "C", "N", "C", "C", "C", "C", "C", "C", "N", "H", "H", "H", "H", "H", "H", "H", "H", "H", "H", "O", "S", "C", "C", "C", "C", "H", "H", "H", "H", "H", "H", "H", "H", "C", "N", "C", "C", "C", "O", "N", "C", "O", "H", "H", "H", "H", "H", "I", "C", "H", "H"],
  "coordinates": [[0.975, 0.582, -0.557], [-0.785, -0.077, 6.994], [-0.448, -0.224, 5.297], [0.816, -0.615, 4.877], [1.092, -0.720, 3.533], [2.683, -1.247, 3.085], [0.147, -0.432, 2.511], [0.508, -0.486, 1.263], [-1.159, -0.111, 2.991], [-2.345, 0.124, 2.165], [-2.501, -0.088, 0.985], [-1.420, 0.016, 4.361], [1.589, -0.834, 5.600], [-3.201, 0.503, 2.758], [-2.414, 0.305, 4.681], [-1.851, 5.138, 5.368], [-0.879, 4.232, 5.092], [-0.133, 3.878, 5.960], [-0.806, 3.733, 3.689], [0.379, 3.129, 3.275], [0.501, 2.621, 2.001], [-0.566, 2.672, 1.090], [-1.759, 3.277, 1.511], [-1.867, 3.795, 2.790], [-0.409, 2.124, -0.176], [-1.172, 2.513, -1.220], [-0.893, 2.042, -2.515], [-1.645, 2.426, -3.648], [-1.304, 1.926, -4.877], [-0.220, 1.045, -4.991], [0.476, 0.710, -3.847], [0.162, 1.194, -2.650], [-2.283, 5.416, 4.553], [1.199, 3.056, 3.978], [1.434, 2.151, 1.716], [-2.627, 3.288, 0.868], [-2.828, 4.205, 3.085], [-1.948, 3.254, -1.082], [-2.478, 3.105, -3.524], [-1.871, 2.210, -5.755], [0.073, 0.625, -5.942], [1.302, 0.012, -3.878], [-0.601, -0.859, -1.187], [-1.231, -2.037, -0.449], [-2.954, -2.058, -1.042], [-3.086, -3.147, -2.103], [-2.079, -4.230, -1.725], [-0.783, -3.479, -1.455], [-3.141, -1.045, -1.388], [-3.580, -2.244, -0.170], [-2.839, -2.743, -3.086], [-4.106, -3.529, -2.145], [-1.944, -4.971, -2.512], [-2.415, -4.760, -0.829], [-0.353, -3.066, -2.369], [-0.026, -4.053, -0.921], [3.400, -4.149, -3.238], [3.321, -3.088, -2.243], [4.215, -3.005, -1.221], [4.178, -2.011, -0.315], [3.140, -1.040, -0.486], [2.991, -0.027, 0.251], [2.241, -1.147, -1.479], [2.295, -2.142, -2.405], [1.536, -2.259, -3.356], [4.222, -4.810, -2.974], [3.569, -3.728, -4.227], [2.469, -4.711, -3.265], [4.959, -3.790, -1.189], [4.879, -1.935, 0.499], [3.683, 1.893, -2.354], [2.195, 2.223, -0.882], [1.610, 3.072, -1.209], [2.709, 2.400, 0.058]],
  "lowdin_spin": [3.2805, 0.0040, 0.0132, -0.0030, 0.0150, 0.0042, 0.0111, 0.1518, 0.0131, 0.0030, 0.0077, -0.0018, -0.0003, 0.0001, -0.0003, 0.0018, 0.0066, 0.0103, 0.0363, -0.0011, 0.0368, 0.0187, 0.0362, -0.0044, 0.2396, 0.3021, 0.0668, 0.0851, 0.0161, 0.1210, 0.0132, 0.2320, -0.0001, -0.0007, 0.0038, 0.0034, -0.0011, 0.0198, 0.0029, -0.0018, 0.0081, -0.0006, 0.0687, 0.0097, 0.0035, 0.0004, 0.0008, 0.0035, 0.0003, 0.0005, 0.0000, 0.0001, 0.0002, 0.0000, 0.0001, 0.0001, 0.0007, 0.0026, 0.0035, 0.0025, 0.0173, 0.1102, 0.0603, 0.0079, 0.0030, 0.0002, 0.0000, 0.0000, 0.0002, 0.0007, 0.0149, -0.0701, 0.0010, 0.0084],
  "spin_multiplicity": 6,
  "largest_force_ha_per_bohr": 0.016,
  "lumo_energy_ha": [-0.017, -0.065],
  "orbital_gap_ev": [5.8, 6.0],
  "s_squared": 8.82,
  "de_lowest_ev": 0.440
}



3.
{
  "formula": "C30H28Cl3IrN2O2S2",
  "method": "ωB97M-V/def2-TZVPD",
  "symbols": ["Ir", "C", "C", "C", "C", "C", "C", "C", "C", "C", "C", "H", "H", "H", "H", "H", "H", "H", "H", "H", "H", "H", "H", "H", "H", "H", "Cl", "C", "C", "C", "Cl", "C", "O", "C", "Cl", "C", "H", "H", "S", "C", "N", "C", "C", "C", "N", "H", "H", "H", "H", "C", "C", "O", "S", "C", "C", "C", "C", "C", "C", "C", "C", "H", "H", "H", "H", "H", "H", "H"],
  "coordinates": [[0.458, -0.016, -0.517], [0.464, -1.465, 1.665], [0.993, -2.280, 0.646], [2.115, -1.616, 0.051], [2.284, -0.359, 0.716], [1.240, -0.254, 1.702], [1.159, 0.848, 2.705], [3.443, 0.577, 0.584], [3.006, -2.201, -0.993], [0.501, -3.640, 0.295], [-0.707, -1.809, 2.517], [0.190, 0.897, 3.194], [1.365, 1.815, 2.248], [1.915, 0.684, 3.477], [4.011, 0.385, -0.323], [4.117, 0.452, 1.435], [3.127, 1.620, 0.569], [3.736, -1.478, -1.350], [2.433, -2.553, -1.851], [3.555, -3.053, -0.586], [1.038, -4.055, -0.555], [-0.562, -3.639, 0.055], [0.646, -4.311, 1.146], [-0.489, -2.685, 3.131], [-1.580, -2.056, 1.907], [-0.981, -0.996, 3.186], [-5.277, 5.243, 0.753], [-4.063, 4.265, 0.011], [-3.434, 3.284, 0.760], [-2.468, 2.508, 0.147], [-1.719, 1.247, 1.094], [-2.101, 2.700, -1.181], [-1.175, 1.924, -1.825], [-2.756, 3.693, -1.904], [-2.331, 3.952, -3.552], [-3.739, 4.475, -1.318], [-3.702, 3.120, 1.793], [-4.237, 5.241, -1.893], [-1.402, -1.393, -1.437], [-0.480, -0.972, -2.837], [-0.947, -1.009, -4.088], [-0.193, -0.500, -5.160], [1.073, -0.044, -4.882], [1.565, -0.077, -3.595], [0.745, -0.537, -2.557], [-1.882, -1.355, -4.236], [-0.669, -0.497, -6.124], [1.689, 0.332, -5.685], [2.569, 0.204, -3.321], [3.315, 8.397, 0.571], [4.429, 7.816, 1.401], [4.818, 8.301, 2.420], [5.329, 6.385, 0.719], [3.999, 5.375, 0.154], [2.924, 5.072, 1.000], [1.908, 4.255, 0.571], [1.942, 3.682, -0.727], [3.034, 3.996, -1.573], [4.037, 4.828, -1.133], [0.936, 2.832, -1.136], [0.095, 1.869, -1.257], [2.603, 8.881, 1.236], [2.824, 7.663, -0.061], [3.765, 9.155, -0.074], [2.900, 5.480, 2.002], [1.071, 4.031, 1.220], [3.067, 3.582, -2.571], [4.864, 5.073, -1.787]],
  "lowdin_spin": [1.7759, 0.2022, 0.1102, 0.1542, 0.0874, 0.1243, 0.0215, 0.0208, 0.0188, 0.0088, 0.0263, -0.0002, 0.0033, 0.0079, 0.0000, 0.0061, 0.0028, 0.0001, 0.0038, 0.0072, -0.0002, 0.0025, 0.0039, 0.0092, 0.0066, -0.0003, 0.0001, 0.0003, 0.0024, 0.0054, 0.0657, 0.0048, 0.0365, 0.0015, 0.0020, 0.0003, 0.0005, 0.0001, 0.2858, 0.0543, 0.1248, 0.3213, 0.0392, 0.3260, 0.2050, 0.0060, 0.0182, -0.0050, 0.0187, 0.0034, 0.0113, 0.0064, 0.0349, 0.1274, -0.0161, 0.1045, 0.0417, 0.1110, -0.0158, 0.4043, 0.0657, 0.0002, 0.0010, 0.0001, -0.0031, 0.0043, 0.0050, -0.0032],
  "spin_multiplicity": 6,
  "largest_force_ha_per_bohr": 0.009,
  "charge": 1,
  "lumo_energy_ha": [-0.122, -0.192],
  "orbital_gap_ev": [5.8, 6.1],
  "s_squared": 8.85,
  "de_lowest_ev": 0.942
}